# C30H49NO14

A 9-piece molecular cluster, C30H49NO14 overall at a distorted geometry (the ωB97M-V functional and the def2-TZVPD basis, the Open Molecules 2025 dataset).

The geometry in XYZ format:
```
94
Properties=species:S:1:pos:R:3:forces:R:3
O -1.48418 15.95573 22.47462 -0.9753 -0.3142 4.9596
C -1.57623 15.77244 23.71880 1.1485 -0.6408 -3.4790
O -0.54554 15.12866 24.36425 0.2070 -0.3041 -0.9096
C -0.73305 14.99329 25.76388 0.0413 2.4101 0.7853
C -1.70522 16.13218 26.04931 -1.5174 -0.7960 -0.4774
C -2.62068 16.03287 24.79633 0.2619 1.7053 0.8231
H 0.14491 15.34266 26.30722 0.6404 -1.0966 -0.3595
H -1.11412 14.02126 26.07700 0.1932 0.0538 -0.2216
H -1.29889 17.14238 25.99947 0.8371 -0.2060 -0.0002
H -2.18293 16.08466 27.02790 -0.2933 -0.4163 -0.0715
H -3.03130 17.04205 24.76400 -0.5907 -0.3677 -0.9869
H -3.40387 15.27557 24.83100 0.0862 0.0285 -0.1823
O -5.37564 14.86952 23.05394 0.3606 2.6674 -0.7963
C -5.15282 15.77393 22.24396 -0.0719 -2.3035 0.1102
O -4.51184 16.94549 22.54786 -1.2543 -0.6664 0.2014
C -4.39967 17.73025 21.36277 1.0759 0.4904 -1.4174
C -4.44249 16.75615 20.17507 -0.1198 -1.1914 0.1562
C -5.32720 15.60891 20.72435 0.1043 1.4263 0.7956
H -3.44549 18.25713 21.36767 0.1424 -0.2581 0.3412
H -5.13122 18.53128 21.25659 -0.5880 -0.3331 0.4803
H -3.46133 16.35271 19.92475 0.0609 0.4974 -0.1508
H -5.00020 17.14321 19.32229 0.7685 0.3450 -0.1112
H -5.14442 14.55438 20.51781 0.1501 0.3314 -0.4061
H -6.27237 15.95762 20.30824 -0.7098 -0.8643 0.8601
O -10.59562 14.76841 30.25186 2.3476 -0.3320 -0.2384
C -9.38734 14.60198 30.05781 -5.1047 3.1200 1.3305
O -8.96859 13.52214 29.45028 0.5836 -1.1321 -0.0400
C -7.58806 13.67784 29.19641 1.0737 0.7483 0.5633
C -7.15138 14.72296 30.23332 2.3942 -0.1361 -0.1726
C -8.29496 15.62361 30.45646 -0.3321 -0.1275 -0.2786
H -7.54244 14.06107 28.17702 0.4827 -0.0684 -0.1271
H -6.94784 12.80685 29.33639 -0.7942 -0.3044 -0.3058
H -6.27912 15.24387 29.83846 0.2440 -0.0307 0.2218
H -6.88210 14.26036 31.18283 0.2096 -0.3907 -0.2039
H -8.15186 16.56696 29.92948 -0.7958 -0.3567 -1.2015
H -8.36930 16.08593 31.44075 -0.4434 -1.0094 0.4491
O -4.75381 12.66238 28.84500 0.3380 -0.9423 -1.3404
C -4.23604 12.37510 27.79022 1.6987 1.5419 0.2558
O -3.33667 11.35204 27.62131 -0.1419 -0.4817 1.4069
C -2.55371 11.48148 26.43654 -2.3328 0.8138 -1.3388
C -3.57366 12.22591 25.53997 1.9155 1.5801 -0.5023
C -4.17212 13.27760 26.49327 -1.6428 -2.6556 1.0565
H -2.31551 10.55309 25.91746 0.1180 -0.2828 0.8916
H -1.67414 12.11073 26.57259 0.0915 -0.2844 0.4158
H -4.31026 11.56518 25.08284 -0.0531 0.0967 0.3314
H -2.96172 12.66369 24.75131 -0.3665 0.1822 -0.4521
H -5.22882 13.45308 26.29155 0.1202 0.4968 -0.3091
H -3.67456 14.20035 26.79170 0.3195 -0.1774 -0.4479
O -6.65372 18.16337 28.57023 1.1989 1.4008 -1.4470
C -6.48593 19.36246 28.74926 -0.8625 -2.0323 1.7929
O -6.59233 19.72643 30.05374 -0.2630 -1.1576 -0.8308
C -6.72593 21.10893 30.23168 1.6546 0.1800 -0.2226
C -6.77170 21.66941 28.83229 -0.9230 2.4643 -1.1845
C -6.40331 20.59484 27.84577 -0.8316 -1.7994 0.2639
H -5.74108 21.35132 30.63097 -0.4891 0.8342 0.9518
H -7.59824 21.28076 30.86226 0.3621 0.3524 -0.0083
H -6.18538 22.57277 28.66407 0.4973 -0.1417 0.4749
H -7.75394 22.08467 28.60676 -0.3226 -0.4633 -0.0205
H -5.49968 20.68921 27.24355 0.1259 0.0931 0.5012
H -7.19437 20.34387 27.13913 -0.1129 0.3843 -0.3241
O -9.62754 8.95194 24.20211 0.1659 2.1991 0.0717
C -9.76030 10.16202 24.34691 0.9961 -4.8840 0.3796
O -8.75374 10.93975 24.76620 1.8783 -1.2903 0.4197
C -9.15582 12.25228 25.00145 -1.9609 -0.0185 -1.8031
C -10.45323 12.20971 24.14000 0.9729 5.2912 -0.7356
C -10.99611 10.89977 24.19744 -2.4107 -0.8723 0.6173
H -8.49384 12.95586 24.49660 0.3872 -0.0212 0.6090
H -9.32851 12.41814 26.06482 0.1306 0.2068 -0.0180
H -10.18491 12.32049 23.08936 0.7033 0.4121 -0.0917
H -10.99676 13.13608 24.32579 -0.8376 -0.4082 0.2697
H -11.54282 10.59966 23.30349 0.0414 -0.1166 0.2119
H -11.63412 10.77028 25.07167 -0.0415 -0.4671 0.1064
C -7.66507 20.04725 24.10407 -0.2951 0.7408 0.8168
O -8.07614 19.14355 25.07724 -0.2461 -1.2149 1.0883
H -7.25690 19.52944 23.23611 -0.3715 0.5154 -0.3790
H -8.55468 20.67302 24.03270 0.0778 0.0138 -1.3421
H -6.94627 20.74432 24.53481 0.7172 0.0081 -0.1684
H -7.58158 18.32229 25.02682 0.2506 0.0357 0.0896
C -6.90311 16.11128 26.16603 -1.2559 -1.0008 -0.5121
O -5.95211 16.90016 25.47252 0.4873 0.8786 0.5554
H -6.49852 15.46231 26.94272 0.4290 0.3797 0.0271
H -7.72987 16.69220 26.57483 0.3342 0.3235 0.1865
H -7.35899 15.45453 25.42512 -0.0865 -0.2719 0.0741
H -5.92848 16.60923 24.55796 0.3794 -0.2829 -0.1276
N -3.97812 18.72391 26.69543 2.5114 0.7562 2.1258
C -3.20450 19.72859 26.17393 -0.8951 -0.8360 -1.5406
C -2.22390 20.18921 27.13380 -1.3925 -0.2730 -0.0521
C -2.48445 19.43244 28.24338 2.6747 0.6360 0.3599
C -3.39584 18.47183 27.88780 -2.0165 -1.7800 0.4409
H -4.70426 18.06279 26.45932 -0.8850 -0.0771 -1.8108
H -3.34141 19.80695 25.10552 0.3351 0.9739 -0.0790
H -1.46935 20.95823 27.05866 -0.1910 -0.0349 -0.4134
H -1.82229 19.39123 29.09557 -0.3837 0.0919 0.2517
H -3.63840 17.52576 28.34876 -0.1239 0.2074 0.5180
```
Forces are in eV/Å.

## Properties
Net charge: +1
Lowest unoccupied orbital energy (spin up / spin down) (eV): -3.62 / -7.37
Orbital gap (spin up / spin down) (eV): 7.605 / 3.864
Highest occupied orbital energy (spin up / spin down) (eV): -11.23 / -11.23
2S+1: 2
<S²>: 0.76

# C30H50Cl3CrN4O4Si

C30H50Cl3CrN4O4Si as an isolated structure at a distorted geometry (the ωB97M-V functional and the def2-TZVPD basis, the Open Molecules 2025 dataset).

The geometry in XYZ format:
```
93
Properties=species:S:1:pos:R:3:forces:R:3
C 1.06975 -4.28824 -2.06771 0.3655 -0.0372 -0.1014
C -0.32776 -4.29979 -1.54617 -1.0072 -0.3675 0.3823
H 1.56497 -5.24809 -1.88872 0.0708 0.2922 -0.0842
H 1.65729 -3.48302 -1.60007 -0.1846 -0.2035 -0.1106
H 1.07465 -4.11068 -3.15521 -0.0090 0.0125 0.2639
C -0.99413 -5.39615 -1.14987 0.3360 0.3852 -0.1588
C -0.45267 -6.78821 -1.13522 0.0408 -0.4043 0.0534
H -2.02174 -5.30713 -0.78579 0.2806 0.0830 -0.1833
H 0.62262 -6.83560 -1.34569 -0.3225 -0.0447 0.0968
H -0.96613 -7.42177 -1.87303 0.1004 0.0963 0.1294
H -0.63776 -7.24406 -0.15161 0.1160 -0.0052 -0.1954
Cr 0.35997 -0.45555 -0.14628 -1.5099 -1.6804 1.2133
Cl 0.10509 0.17145 -2.25517 -0.1233 0.2623 -0.7539
Cl 2.43145 -1.09675 -0.24942 0.8879 -0.1772 -0.1083
C -2.48609 0.18796 -0.35227 0.3188 -0.0667 0.7274
O -1.51682 0.12357 0.45360 -1.1463 0.2821 -1.0891
N -3.73578 0.37188 0.06562 0.3172 -0.1165 0.0794
C -4.03280 0.50488 1.48653 -0.0931 -0.0129 -0.0391
C -4.87016 0.34406 -0.84337 0.0567 0.1290 -0.0887
H -2.32134 0.10785 -1.44007 -0.1483 -0.0246 0.3790
H -3.09807 0.51438 2.05384 -0.2582 0.0335 -0.1643
H -4.66111 -0.33731 1.81054 0.1656 0.1615 -0.0630
H -4.58596 1.43903 1.65151 0.1562 -0.1889 0.0092
H -4.51002 0.13165 -1.85515 -0.1525 0.0362 0.2047
H -5.38769 1.31248 -0.82676 0.1149 -0.1827 -0.0420
H -5.57176 -0.44271 -0.53813 0.2123 0.1433 -0.1106
H 1.24937 -4.09255 1.01801 -0.0691 0.3119 0.2342
H -1.29906 -4.60265 1.93115 0.2366 0.1477 0.2159
C 1.37897 -3.59139 1.99032 0.0908 -0.0411 -0.0392
C -0.87377 -4.13296 2.83377 -0.1862 0.0076 0.0291
N 0.09449 -3.10665 2.48972 -0.3085 0.7651 -0.1114
H 2.07595 -2.75625 1.87568 -0.2243 -0.2236 -0.0203
C -0.28214 -1.82415 2.38329 0.6601 -0.5683 -0.5794
O 0.45478 -0.90848 1.95062 -0.5445 -0.5488 0.3952
H -1.68320 -3.68074 3.42126 0.1630 -0.2284 -0.1146
H -1.32645 -1.62139 2.69322 0.3697 -0.0865 0.0022
H 1.75803 -4.32679 2.71089 0.0282 0.2050 -0.0939
H -0.37028 -4.90880 3.42209 -0.1993 0.1904 -0.0149
O -0.38959 -2.31466 -0.30364 0.8507 1.5652 0.7945
C -0.95395 -2.91291 -1.39867 -0.2236 -0.0782 -0.4380
C -3.08292 -3.12248 -0.04076 -0.3648 -0.0410 0.0788
C -2.48098 -2.94560 -1.28114 0.6392 -0.0693 -0.3970
H -2.44102 -3.16363 0.84671 -0.3332 0.0558 -0.4084
C -4.47138 -3.26808 0.04327 0.1717 0.2089 -0.1673
H -0.70376 -2.35667 -2.31646 -0.1542 -0.0488 -0.0599
C -3.25065 -2.84587 -2.43991 -0.1978 -0.1216 0.3157
H -4.93356 -3.43039 1.01940 0.0100 0.0206 -0.3070
C -5.24939 -3.18865 -1.11952 0.0107 -0.0618 0.0493
C -4.63867 -2.97209 -2.35948 0.0586 0.1254 -0.0167
H -2.72911 -2.68501 -3.38831 -0.3127 -0.0695 0.2283
H -6.33650 -3.29163 -1.06029 0.3570 0.0171 -0.0098
H -5.23909 -2.88383 -3.26876 0.1046 -0.0814 0.3303
Si 5.92360 -0.73446 -0.51915 0.2735 -0.3934 -0.3440
Cl 5.04707 -2.60575 -0.91457 0.4480 0.1348 0.0661
C 6.03618 -0.48617 1.33853 0.0087 -0.0080 0.0453
C 5.01574 0.63566 -1.40913 -0.1238 0.0010 -0.0048
C 7.65092 -0.92996 -1.24569 -0.0001 0.1254 0.1300
H 5.13403 -0.84608 1.85063 0.1806 0.1045 -0.1404
H 6.16255 0.58375 1.56187 -0.0262 -0.2333 -0.0193
H 6.90978 -1.02291 1.74269 -0.3202 0.1351 -0.1215
H 8.24697 -1.65098 -0.67293 -0.1492 0.1003 -0.0765
H 8.17862 0.03003 -1.22847 0.0119 -0.0575 -0.0097
H 7.61416 -1.27675 -2.28427 -0.0801 0.0753 0.1583
H 3.94802 0.64836 -1.15301 0.3856 0.0204 -0.1064
H 5.10624 0.50308 -2.49686 -0.0109 0.0422 0.2620
H 5.45869 1.60342 -1.13641 -0.0034 -0.1404 -0.0818
C -1.99264 7.05637 -1.56529 -0.0078 -0.0454 -0.2050
C -1.60081 7.07464 -0.09979 0.0097 -0.3256 0.4170
N -0.52229 6.13657 0.26398 0.0701 -0.2164 -0.4122
C 0.83424 6.72298 0.26455 -0.5155 -0.2879 -0.1122
C 1.06281 7.59626 1.48869 0.2209 0.1321 0.0172
C -0.80844 4.79676 0.17185 -0.3186 0.4484 -0.2127
O -1.90756 4.39674 -0.21757 0.7417 0.1939 0.4447
C 0.22296 3.80047 0.63083 -0.0309 -0.4003 0.0213
C 1.08214 3.97618 1.72382 0.0114 -0.4187 -0.1940
C 1.88887 2.90622 2.11248 -0.0199 -0.2913 -0.3615
C 1.76074 1.67623 1.45390 -0.3391 0.3874 0.2431
N 0.84723 1.48128 0.49102 0.6347 1.0672 -0.3813
C 0.16365 2.54218 0.02064 0.2384 -0.2074 0.6400
H -1.11386 7.18759 -2.20700 -0.1568 0.0136 0.0253
H -2.69332 7.87596 -1.75467 0.1198 -0.0841 -0.0598
H -2.48309 6.11142 -1.81543 0.1652 0.2118 0.0068
H -1.23523 8.06489 0.18960 -0.2435 -0.1180 0.0087
H -2.47808 6.81624 0.50950 0.2354 0.1936 -0.0876
H 1.57647 5.92372 0.19610 -0.1747 0.1493 -0.0330
H 0.92331 7.34117 -0.64370 0.0973 -0.2423 0.1812
H 0.73004 7.10644 2.41072 0.0307 0.0783 -0.1898
H 2.13084 7.81593 1.58183 -0.1344 0.0949 0.0279
H 0.52645 8.54462 1.37971 0.1081 -0.1406 0.1989
H 1.12255 4.92598 2.25783 -0.0271 -0.2936 -0.1332
H 2.61564 2.98667 2.91733 -0.1957 0.0937 -0.1523
H 2.37586 0.80943 1.69845 -0.2682 0.2336 0.0627
H -0.44516 2.35601 -0.86099 -0.0628 0.1107 0.3404
```
Forces are in eV/Å.

## Properties
Lowest unoccupied orbital energy (spin up / spin down) (eV): 0.16 / 0.05
Orbital gap (spin up / spin down) (eV): 8.063 / 8.000
Highest occupied orbital energy (spin up / spin down) (eV): -7.90 / -7.95
2S+1: 4
<S²>: 3.78